Entry w
DFT (wB97M-V/def2-TZVPD) results for C6H7NO as an isolated structure.

For the highest occupied orbital energy, the calculation gives -8.51 eV. As for the LUMO energy: 0.9545 eV.

Last column: natural (NBO) charge in e.
Geometry (Å):
1 C -1.56878 0.92162 -0.95361  -0.650
2 C -0.06099 1.12361 -0.63588  -0.044
3 C 0.83398 -0.77626 -0.06751  0.066
4 C 1.05933 -1.86162 0.68972  -0.019
5 C 0.40138 -0.05222 2.02057  0.126
6 C 0.29647 0.33203 0.68937  -0.168
7 H -1.70628 -0.10779 -0.24249  0.243
8 H -2.25736 1.78505 -0.47214  0.239
9 H -1.76089 0.72491 -2.28043  0.218
10 H 0.38623 2.05602 -0.83114  0.208
11 H 0.53695 -0.37495 -2.28280  0.370
12 H 1.73682 -2.81266 0.53448  0.231
13 H 0.32845 0.33017 3.04946  0.219
14 N 0.88244 0.04027 -1.27216  -0.593
15 O 0.89224 -1.32817 2.05457  -0.444

---

Entry x
DFT (wB97M-V/def2-TZVPD) results for the molecule C6H7NO.

The SMILES is O=CN1[C@@H]2C=CC[C@@H]21. For the highest occupied orbital energy, the calculation gives -9.04 eV. As for the LUMO energy: 0.8843 eV.

Last column: natural (NBO) charge in e.
Geometry (Å):
1 O -0.84450 -1.20940 1.57034  -0.562
2 C -1.17444 -0.66393 0.54375  0.534
3 N -1.00065 0.70981 0.38594  -0.422
4 C -0.40933 0.85286 -0.97528  -0.154
5 C 0.15249 -0.31446 -1.60707  -0.284
6 C 1.23380 -0.60779 -0.80423  -0.139
7 C 1.47913 0.18826 0.56976  -0.499
8 C 0.35747 1.18893 0.28568  -0.038
9 H -1.63414 -1.14242 -0.27418  0.131
10 H -0.82194 1.44952 -1.78816  0.221
11 H -0.19103 -0.86731 -2.60991  0.258
12 H 2.03396 -1.33558 -1.08427  0.205
13 H 1.46794 -0.41293 1.60633  0.294
14 H 2.47572 0.76465 0.31942  0.235
15 H 0.59531 2.38739 0.49083  0.221

---

Entry y
DFT (wB97M-V/def2-TZVPD) results for C6H7NO as an isolated structure.

For the highest occupied orbital energy, the calculation gives -7.84 eV. As for the LUMO energy: 0.5105 eV.

Last column: natural (NBO) charge in e.
Geometry (Å):
1 C 0.04138 -0.10214 0.77241  0.480
2 C -2.05607 -0.66172 0.92402  -0.077
3 C -1.81919 -0.34880 -0.34992  -0.282
4 C -0.41078 0.16153 -0.40916  -0.281
5 C 0.95862 0.05063 -1.26652  -0.047
6 C 1.85310 1.05694 -1.16185  -0.564
7 H 1.87289 0.74021 0.41119  0.497
8 H -0.88356 -0.91181 2.70564  0.433
9 H -3.03946 -1.30457 1.16191  0.222
10 H -2.61410 -0.55594 -1.17192  0.234
11 H 1.05453 -0.69275 -2.22017  0.243
12 H 2.56820 0.98912 -1.84476  0.203
13 H 2.05814 2.13327 -0.49632  0.263
14 N -0.92687 -0.39266 1.76003  -0.592
15 O 1.34316 -0.16130 1.18543  -0.731

---

Entry z
DFT (wB97M-V/def2-TZVPD) results for the molecule C6H7NO.

The SMILES is CC1=CC(=O)C=C1N. For the highest occupied orbital energy, the calculation gives -8.20 eV. As for the LUMO energy: 0.1744 eV.

Last column: natural (NBO) charge in e.
Geometry (Å):
1 C 1.41161 -1.34946 -0.00950  -0.658
2 C 0.10498 -0.62716 -0.02275  0.000
3 C -1.14055 -1.13049 -0.02819  -0.277
4 C -2.13748 0.02662 -0.02462  0.545
5 O -3.31527 -0.06510 -0.00793  -0.517
6 C -1.30548 1.24518 0.00387  -0.467
7 C 0.00278 0.90230 0.00498  0.234
8 N 1.12455 1.63886 -0.06015  -0.777
9 H 2.06045 -1.03025 -0.84203  0.223
10 H 2.01144 -1.07928 0.87092  0.217
11 H 1.33463 -2.45185 -0.06459  0.239
12 H -1.45237 -2.17049 0.02651  0.222
13 H -1.78732 2.20894 -0.03569  0.224
14 H 1.06570 2.64577 0.02275  0.399
15 H 2.02234 1.23641 0.16640  0.394

---

Most stable to least stable, the ends of the list are entry z and entry y.

---

Entry w
DFT (wB97M-V/def2-TZVPD) results for a 6-piece molecular cluster, H12O6 overall.

The SMILES is O.O.O.O.O.O. For the highest occupied orbital energy, the calculation gives -10.81 eV. As for the LUMO energy: 0.6677 eV.

Last column: natural (NBO) charge in e.
Geometry (Å):
1 O -0.81893 2.49828 1.98848  -0.973
2 H -1.74754 2.44429 1.73033  0.502
3 H -0.78334 2.98979 2.81181  0.476
4 O 0.82021 -2.93705 -1.57469  -0.941
5 H 1.11564 -2.38902 -2.31314  0.480
6 H 0.04712 -3.38287 -1.93211  0.459
7 O 1.41216 0.97050 1.20737  -0.975
8 H 2.16955 1.55903 1.12311  0.472
9 H 0.64721 1.55550 1.09282  0.497
10 O 2.13903 -0.59803 -3.59592  -0.937
11 H 1.60688 0.17780 -3.81329  0.469
12 H 2.96115 -0.33490 -4.02868  0.470
13 O -0.78622 -1.13244 1.36399  -0.972
14 H -0.61918 -1.90269 1.91733  0.476
15 H -0.10481 -0.50522 1.65069  0.498
16 O -2.77670 0.69708 0.64282  -0.970
17 H -3.18815 0.21979 1.36959  0.470
18 H -2.09405 0.07016 0.35949  0.499

---

Entry x
DFT (wB97M-V/def2-TZVPD) results for a 6-piece molecular cluster, H12O6 overall.

The SMILES is O.O.O.O.O.O. For the highest occupied orbital energy, the calculation gives -11.17 eV. As for the LUMO energy: 0.6121 eV.

Last column: natural (NBO) charge in e.
Geometry (Å):
1 O -1.67829 -1.98849 1.45361  -1.009
2 H -1.79736 -1.83749 0.48435  0.509
3 H -1.71592 -2.93966 1.67334  0.484
4 O 1.57640 2.03374 1.24847  -0.994
5 H 1.40522 2.55104 2.03479  0.477
6 H 1.21394 1.12418 1.42573  0.513
7 O 0.69101 -0.52518 1.17460  -1.008
8 H 1.38955 -1.18138 1.28001  0.488
9 H -0.19899 -0.94514 1.27798  0.528
10 O 0.92286 2.41019 -1.39582  -0.984
11 H 1.04693 2.52010 -0.41853  0.509
12 H 1.84389 2.32401 -1.67957  0.469
13 O 0.24594 -0.26878 -1.71823  -1.005
14 H 0.73813 -0.38109 -0.89707  0.493
15 H 0.23806 0.70336 -1.91973  0.518
16 O -2.07272 -1.54062 -1.16197  -0.980
17 H -1.19625 -1.23857 -1.49177  0.514
18 H -2.65240 -0.82020 -1.37020  0.478

---

Entry y
DFT (wB97M-V/def2-TZVPD) results for a 6-piece molecular cluster, H12O6 overall.

The SMILES is O.O.O.O.O.O. For the highest occupied orbital energy, the calculation gives -11.17 eV. As for the LUMO energy: -0.4718 eV.

Last column: natural (NBO) charge in e.
Geometry (Å):
1 O -0.37947 0.01545 -1.12184  -0.927
2 H -0.31036 -0.45451 -0.28317  0.468
3 H -1.00120 0.72919 -0.94016  0.473
4 O 3.60333 -1.70351 0.77985  -0.944
5 H 3.11588 -1.93091 1.57964  0.479
6 H 3.04327 -2.02523 0.06443  0.478
7 O 1.83853 -0.38329 0.89053  -0.965
8 H 2.71118 -0.01531 0.71145  0.499
9 H 1.23024 0.31509 0.62365  0.451
10 O 1.69155 3.57538 -0.77576  -0.927
11 H 2.12436 2.72328 -0.65091  0.465
12 H 0.84025 3.47273 -0.33560  0.462
13 O -4.48832 0.81964 1.46682  -0.930
14 H -3.87403 1.06588 0.76610  0.459
15 H -4.44409 -0.14291 1.48991  0.471
16 O -1.85953 -2.41125 -1.38019  -0.943
17 H -2.58295 -1.93191 -1.79958  0.464
18 H -1.25864 -1.71780 -1.08516  0.466

---

Most stable to least stable, the ends of the list are entry x and entry y.

---

Entry w
DFT (wB97M-V/def2-TZVPD) results for a 6-piece molecular cluster, H12O6 overall.

The SMILES is O.O.O.O.O.O. For the highest occupied orbital energy, the calculation gives -10.51 eV. As for the LUMO energy: -0.0016 eV.

Last column: natural (NBO) charge in e.
Geometry (Å):
1 O -0.39873 -4.28153 0.01755  -0.960
2 H -0.86479 -3.47688 -0.16113  0.473
3 H 0.52273 -4.06860 0.23916  0.487
4 O -1.01756 -0.74836 -0.40668  -0.970
5 H -1.52498 -0.28070 0.26157  0.502
6 H -0.39324 -0.10348 -0.76504  0.495
7 O -1.43678 1.18122 1.76334  -0.955
8 H -2.01522 1.18368 2.55866  0.480
9 H -0.55234 1.25569 2.15722  0.481
10 O 0.75213 1.05124 -1.60863  -0.952
11 H 1.65586 1.28454 -1.47780  0.491
12 H 0.68024 1.05086 -2.55441  0.491
13 O 1.15028 -1.73682 0.49060  -0.992
14 H 0.25780 -1.43280 0.31830  0.485
15 H 1.73265 -1.00964 0.59227  0.456
16 O 0.56330 3.41027 -0.08803  -0.966
17 H 0.26917 2.60653 -0.59340  0.486
18 H 0.61950 4.11479 -0.74355  0.466

---

Entry x
DFT (wB97M-V/def2-TZVPD) results for a 6-piece molecular cluster, H12O6 overall.

The SMILES is O.O.O.O.O.O. For the highest occupied orbital energy, the calculation gives -11.09 eV. As for the LUMO energy: 0.0093 eV.

Last column: natural (NBO) charge in e.
Geometry (Å):
1 O 0.89630 -4.65916 -1.17069  -0.936
2 H 0.96824 -4.49567 -0.31043  0.466
3 H 0.28511 -4.15548 -1.62139  0.471
4 O 0.84582 3.23256 5.46254  -0.926
5 H 0.58522 3.02828 6.34382  0.473
6 H 1.18998 2.47589 5.12101  0.466
7 O -2.41326 -1.32191 -1.59239  -0.939
8 H -2.78237 -1.06510 -2.45247  0.470
9 H -1.58683 -0.84556 -1.49870  0.469
10 O -0.34437 2.77886 -2.22941  -0.934
11 H -0.30690 1.97995 -2.75912  0.463
12 H -0.95735 3.35631 -2.68727  0.470
13 O 3.26262 -2.97742 -4.42706  -0.931
14 H 2.69841 -2.31227 -4.76953  0.463
15 H 2.75450 -3.75185 -4.34280  0.469
16 O -1.98523 2.94227 4.49199  -0.966
17 H -1.08783 2.95556 4.85019  0.487
18 H -2.02206 2.83475 3.59171  0.466

---

Most stable to least stable, the ends of the list are entry w and entry x.

---

Entry w
DFT (wB97M-V/def2-TZVPD) results for the molecule C4H6N2.

The SMILES is Nc1ccc[nH]1. For the highest occupied orbital energy, the calculation gives -8.08 eV. As for the LUMO energy: 0.9417 eV.

Last column: natural (NBO) charge in e.
Geometry (Å):
1 N 2.15534 -0.01944 0.09564  -0.874
2 C 0.75207 0.11314 -0.22404  0.198
3 C -0.27510 1.12694 -0.08216  -0.286
4 C -1.62545 0.61804 0.02694  -0.321
5 C -1.36046 -0.74139 0.12711  -0.031
6 N -0.03900 -1.01415 0.02261  -0.525
7 H 2.39575 0.63701 -0.70570  0.396
8 H 2.42802 0.14770 1.12179  0.396
9 H -0.29602 2.22000 0.08975  0.215
10 H -2.53446 1.06276 0.23431  0.224
11 H -2.06859 -1.64452 -0.22333  0.198
12 H 0.31459 -1.88825 -0.43161  0.410

---

Entry x
DFT (wB97M-V/def2-TZVPD) results for the molecule C4H6N2.

The SMILES is N#CC[C@H]1CN1. For the highest occupied orbital energy, the calculation gives -10.26 eV. As for the LUMO energy: 0.8400 eV.

Last column: natural (NBO) charge in e.
Geometry (Å):
1 N 0.22196 -2.57632 -2.21628  -0.327
2 C -0.11983 -1.90213 -1.33789  0.274
3 C -0.57644 -0.68492 -0.66160  -0.525
4 C 0.33658 -0.01348 0.37929  -0.086
5 C 0.27202 1.45824 0.55308  -0.254
6 N -0.30189 0.57715 1.56091  -0.582
7 H -0.57201 -0.19976 -1.65698  0.266
8 H -1.60797 -0.73214 -0.28438  0.267
9 H 1.31069 -0.47756 0.53572  0.210
10 H -0.46385 2.02409 -0.01446  0.199
11 H 1.19577 1.99476 0.76402  0.199
12 H 0.30497 0.53207 2.37854  0.359

---

Entry y
DFT (wB97M-V/def2-TZVPD) results for the molecule C4H6N2.

The SMILES is Cc1ccn[nH]1. For the highest occupied orbital energy, the calculation gives -9.05 eV. As for the LUMO energy: 0.9293 eV.

Last column: natural (NBO) charge in e.
Geometry (Å):
1 C 1.11901 1.21442 -0.48560  -0.644
2 C 0.15007 0.13628 -0.15177  0.140
3 C -1.04651 -0.27477 -0.69775  -0.341
4 C -1.47493 -1.33440 0.17226  -0.123
5 N -0.55949 -1.56863 1.10626  -0.247
6 N 0.38372 -0.67061 0.91305  -0.338
7 H 1.23690 1.90283 0.36078  0.223
8 H 2.09975 0.78769 -0.71421  0.224
9 H 0.77378 1.78820 -1.34563  0.232
10 H -1.46792 0.14093 -1.61206  0.231
11 H -2.30676 -1.50788 0.83429  0.241
12 H 1.09236 -0.61407 1.62039  0.402

---

Entry z
DFT (wB97M-V/def2-TZVPD) results for a 2-piece molecular cluster, C4H6N2 overall.

The SMILES is CC1=C(C#N)N1.[H][H]. For the highest occupied orbital energy, the calculation gives -8.78 eV. As for the LUMO energy: 0.2592 eV.

Last column: natural (NBO) charge in e.
Geometry (Å):
1 C -1.34963 0.91329 -0.06571  -0.686
2 C -0.20786 -0.00504 -0.16285  0.301
3 C 1.05955 -0.21775 -0.14901  -0.063
4 C 2.30566 0.39332 -0.26003  0.232
5 N 3.26995 1.02090 -0.40773  -0.286
6 N 0.16628 -1.33210 -0.65806  -0.578
7 H -1.30039 1.57166 -0.93997  0.254
8 H -2.31469 0.40390 -0.05802  0.243
9 H -1.25321 1.53761 0.82757  0.257
10 H 0.12055 -1.34901 -1.68379  0.327
11 H -0.61813 -1.46650 1.79955  -0.017
12 H 0.12192 -1.47027 1.75805  0.016

---

Most stable to least stable, the ends of the list are entry y and entry z.